C33H41BaN9O3S | ωB97M-V/def2-TZVPD

Geometry (Å):
H1 9.83 13.99 15.07
H2 6.19 12.86 12.05
C1 15.09 11.31 7.16
C2 15.11 7.57 11.40
H3 9.61 9.55 13.29
H4 15.22 14.60 15.56
C3 7.11 14.80 14.05
C4 12.69 16.84 9.19
C5 15.47 11.72 14.64
H5 13.45 7.53 8.61
H6 13.94 14.00 16.66
H7 11.87 6.90 9.20
H8 11.62 5.93 12.34
H9 6.79 15.67 13.50
C6 13.38 12.70 14.32
N1 11.28 10.00 9.06
O1 9.40 12.90 12.08
H10 10.64 9.04 7.36
H11 10.70 9.53 15.46
C7 6.89 13.71 11.87
C8 13.82 16.62 8.43
O2 11.34 13.82 13.65
C9 14.07 7.00 12.03
H12 15.49 11.04 6.17
H13 7.55 13.59 10.97
C10 14.93 10.36 8.12
C11 12.09 9.02 9.36
N2 14.46 12.69 15.08
N3 12.54 14.51 9.77
C12 9.00 13.63 13.01
C13 14.22 9.61 10.36
H14 10.02 15.65 10.69
C14 13.62 14.30 8.90
H15 9.55 9.87 5.70
O3 13.23 11.93 13.34
H16 16.02 7.00 11.15
H17 10.05 15.31 14.05
C15 14.76 13.66 16.06
H18 11.40 15.55 11.85
C16 14.56 12.57 7.36
H19 11.97 7.63 7.67
C17 15.21 8.89 10.85
H20 12.31 6.00 13.90
H21 7.83 15.05 14.82
C18 14.29 15.34 8.28
H22 11.67 13.27 15.60
H23 16.23 11.57 15.48
H24 15.63 13.40 16.71
N4 10.62 9.94 7.86
C19 11.03 16.01 10.93
C20 9.75 10.88 7.44
H25 11.00 17.07 11.15
N5 14.04 12.01 9.67
C21 10.04 14.25 14.00
S1 9.48 12.23 8.39
H26 6.26 14.61 11.66
H27 14.21 17.41 7.82
C22 12.20 13.67 14.72
H28 6.21 14.32 14.48
H29 14.51 13.31 6.57
N6 11.37 9.55 12.16
H30 15.89 12.09 13.68
H31 10.90 7.09 13.50
C23 14.07 12.90 8.64
C24 12.90 7.73 12.68
H32 12.25 17.78 9.24
H33 14.53 8.29 14.11
H34 14.03 5.91 12.20
C25 14.41 10.77 9.38
H35 14.91 10.77 14.56
C26 12.11 15.77 9.89
C27 13.49 8.46 13.94
N7 7.75 13.95 13.06
H36 13.21 9.65 15.65
H37 15.13 15.20 7.62
N8 9.20 10.61 6.27
H38 8.50 11.21 5.85
C28 12.76 9.25 14.75
C29 11.34 9.49 14.58
N9 12.92 9.18 10.58
H39 15.07 9.30 7.97
C30 12.40 8.84 11.87
H40 16.23 9.30 10.81
C31 10.73 9.46 13.39
H41 12.70 14.65 15.06
Ba1 11.63 12.13 11.08
C32 11.84 6.68 13.12
C33 12.34 7.73 8.66

Properties
Energy, eV: -65957.1447
ΔE to the lowest compared entry with this formula, charge and spin, kJ/mol: 304.7
Net charge: +2
HOMO level, Eh: -0.481

Atom charges from the Löwdin analysis, given in e for atoms 1 to 6: H 0.14; H 0.11; C -0.03; C -0.07; H 0.14; H 0.13